{"formula": "C33H77N4NiO14", "method": "ωB97M-V/def2-TZVPD", "orbital_gap_ev": [7.9, 4.6], "s2": 3.7569, "charge": 2, "e_tot_ev": -111113.5840, "spin_multiplicity": 4, "species": ["Ni", "C", "C", "C", "O", "H", "H", "H", "H", "H", "H", "H", "C", "O", "C", "C", "O", "C", "C", "O", "C", "H", "H", "H", "H", "H", "H", "H", "H", "H", "H", "H", "H", "H", "H", "C", "O", "C", "C", "O", "C", "C", "O", "C", "H", "H", "H", "H", "H", "H", "H", "H", "H", "H", "H", "H", "H", "H", "C", "O", "C", "C", "O", "C", "C", "O", "C", "H", "H", "H", "H", "H", "H", "H", "H", "H", "H", "H", "H", "H", "H", "C", "O", "N", "C", "C", "H", "H", "H", "H", "H", "H", "H", "C", "O", "N", "C", "C", "H", "H", "H", "H", "H", "H", "H", "C", "O", "N", "C", "C", "H", "H", "H", "H", "H", "H", "H", "C", "O", "N", "C", "C", "H", "H", "H", "H", "H", "H", "H"], "xyz": [[22.681, -11.073, -29.430], [18.506, -9.873, -29.170], [19.859, -9.139, -29.126], [19.963, -8.272, -28.031], [20.855, -10.107, -29.142], [18.264, -10.014, -30.224], [17.752, -9.172, -28.812], [18.495, -10.765, -28.545], [20.066, -8.532, -30.007], [20.967, -7.848, -28.041], [19.764, -8.917, -27.175], [19.113, -7.598, -28.144], [11.703, -5.711, -33.726], [13.152, -5.723, -33.693], [13.638, -7.010, -33.246], [13.536, -7.179, -31.692], [14.506, -6.146, -31.117], [14.483, -6.045, -29.656], [14.987, -7.234, -28.876], [14.824, -6.944, -27.468], [14.984, -7.974, -26.536], [11.324, -4.784, -33.296], [11.304, -6.494, -33.082], [11.379, -5.804, -34.763], [14.705, -6.790, -33.278], [13.342, -7.865, -33.854], [13.953, -8.138, -31.383], [12.523, -6.900, -31.404], [13.440, -5.902, -29.373], [15.111, -5.162, -29.536], [15.948, -7.565, -29.269], [14.262, -8.042, -28.971], [14.612, -8.876, -27.021], [14.464, -7.741, -25.607], [16.069, -7.954, -26.431], [20.730, -5.032, -31.461], [20.992, -5.813, -32.693], [20.515, -5.156, -33.904], [20.356, -6.218, -35.043], [19.319, -7.216, -34.842], [18.090, -6.746, -34.541], [17.168, -8.017, -34.592], [16.472, -8.269, -33.342], [17.277, -8.151, -32.153], [21.422, -5.501, -30.761], [19.670, -5.073, -31.206], [21.005, -3.989, -31.617], [21.086, -4.232, -33.991], [19.501, -4.791, -33.742], [21.228, -6.873, -35.056], [20.232, -5.684, -35.984], [17.790, -5.914, -35.177], [18.024, -6.328, -33.536], [17.713, -8.947, -34.755], [16.389, -8.014, -35.355], [18.273, -8.582, -32.248], [16.657, -8.558, -31.354], [17.438, -7.157, -31.736], [19.842, -12.965, -23.524], [19.176, -11.684, -23.664], [18.718, -11.299, -24.920], [17.856, -9.982, -24.827], [16.543, -10.166, -24.360], [16.362, -10.544, -23.045], [14.986, -10.374, -22.338], [14.790, -9.037, -21.819], [13.568, -8.530, -22.227], [20.526, -12.899, -22.679], [20.518, -13.302, -24.309], [19.165, -13.819, -23.500], [18.237, -12.085, -25.504], [19.620, -11.188, -25.522], [17.827, -9.613, -25.852], [18.347, -9.137, -24.344], [17.213, -10.199, -22.458], [16.506, -11.623, -23.089], [14.931, -10.998, -21.446], [14.149, -10.591, -23.002], [13.671, -8.431, -23.308], [13.270, -7.508, -21.990], [12.834, -9.294, -21.972], [22.939, -10.776, -26.205], [22.718, -11.202, -27.351], [23.410, -11.526, -25.211], [23.647, -10.983, -23.994], [24.009, -12.859, -25.520], [22.591, -9.769, -25.929], [24.560, -10.388, -23.974], [23.815, -11.789, -23.279], [22.811, -10.329, -23.742], [23.641, -13.701, -24.935], [23.880, -13.183, -26.553], [25.095, -12.787, -25.586], [22.837, -11.137, -32.610], [23.092, -11.206, -31.405], [22.142, -10.252, -33.267], [21.402, -9.215, -32.584], [22.069, -10.184, -34.718], [23.247, -11.900, -33.290], [20.397, -9.636, -32.547], [21.215, -8.375, -33.255], [21.672, -8.865, -31.588], [22.135, -11.175, -35.167], [21.008, -10.060, -34.930], [22.760, -9.430, -35.095], [20.743, -13.682, -29.883], [21.676, -12.904, -29.677], [20.362, -14.676, -29.035], [19.270, -15.714, -29.294], [21.080, -14.945, -27.778], [20.143, -13.775, -30.801], [18.531, -15.686, -28.494], [19.629, -16.743, -29.260], [18.634, -15.516, -30.157], [22.075, -14.499, -27.770], [20.592, -14.358, -27.000], [21.032, -16.005, -27.531], [24.098, -8.241, -29.893], [23.658, -9.369, -29.363], [25.227, -8.106, -30.648], [25.466, -6.873, -31.429], [25.932, -9.326, -31.098], [23.700, -7.215, -29.853], [26.386, -6.868, -32.013], [25.533, -6.063, -30.702], [24.657, -6.657, -32.125], [26.070, -10.005, -30.256], [25.248, -9.724, -31.846], [26.957, -9.094, -31.389]], "forces_ev_per_angstrom": [[-1.0109, 0.0333, -0.0990], [-0.0383, 0.8915, -0.5854], [-0.2171, -2.5671, -4.5407], [0.3076, 1.0652, 3.3098], [0.2816, -0.5653, 0.6214], [-0.0908, -0.7324, 0.1691], [-0.0994, -0.0645, 0.1918], [0.0628, -0.0210, -0.2554], [-0.5939, 0.0947, -0.5759], [-0.3086, 0.5631, 0.5707], [0.2992, 0.5245, 0.7477], [0.4992, 0.5479, 0.2965], [0.7648, 0.2993, 0.1848], [-1.4643, -1.3413, 0.4923], [1.7168, 2.2387, 1.4818], [1.2995, 1.9668, -0.6667], [-1.0587, -1.9357, 0.1890], [-0.4577, 0.4248, -1.7954], [-1.6133, -0.7381, 1.2115], [-0.0916, 2.2635, -1.4149], [0.8812, 0.1472, -1.3178], [0.2062, 0.1991, -0.2125], [-0.1466, -0.2448, -0.3052], [-0.2184, -0.1518, 0.0995], [0.1352, -0.8141, -0.7848], [-0.2058, 0.0558, 0.1091], [-0.7291, -0.2303, -0.0080], [0.0587, -0.4653, 0.7025], [0.0890, 0.5018, 0.3367], [-0.2608, 0.0234, 0.6456], [0.6002, 0.0090, 0.5910], [0.1417, -0.4977, -0.8529], [0.0768, -0.5720, 0.5621], [0.0780, 0.0114, -0.1960], [0.1519, -1.0696, 0.9205], [0.6694, -0.8668, -2.0319], [-0.6794, 0.7876, 0.2947], [-1.0069, -1.2309, 1.1776], [0.5797, -0.0263, 1.0599], [3.1788, 0.6006, -0.3539], [-2.6372, -0.5744, 0.3901], [-0.5260, 0.1775, 1.1668], [0.9442, 0.7926, 0.5924], [-1.0738, 0.0926, -0.2087], [-0.4542, 0.2096, 0.4053], [0.0619, -0.2113, 0.2505], [0.1099, 0.0659, 0.0524], [0.4678, -0.3074, -1.0795], [-0.2870, 0.0975, 0.3005], [0.3378, 0.4496, -0.3493], [-0.1346, -0.1422, -0.1555], [-0.3063, -0.1572, -0.5463], [0.0437, -0.0647, 0.2615], [0.7812, 0.3252, -0.3300], [-0.0043, 0.4398, 0.0953], [-0.0098, -0.5459, -0.0807], [0.2313, -0.7605, -0.1274], [-0.0920, 0.6726, -0.7104], [-0.0465, 0.4484, -0.3597], [0.5647, -1.4264, 1.0995], [0.3277, 0.7316, -0.2071], [0.4743, -1.0789, -0.4083], [-0.6632, 1.4858, -2.1481], [0.3227, -1.9515, 1.6072], [0.7181, 1.8658, -0.1845], [1.5585, -0.0622, 0.5715], [-0.5492, -0.3267, -1.7228], [-0.6639, -0.0275, 0.4007], [0.1692, 0.8659, -0.9714], [-0.4575, 0.2465, 0.6762], [-0.9508, -0.2582, 0.4403], [0.3419, 0.9491, -0.5317], [-0.6573, -0.1965, -0.2998], [0.3733, -0.3489, 0.8125], [-0.2925, 0.4288, 0.4957], [-0.0850, -0.5083, 0.6021], [0.3088, -0.5148, -0.3090], [0.1728, -0.3537, -0.2035], [-0.6872, -0.3019, -0.5937], [0.5353, -0.2049, 1.2288], [-0.7631, 0.5499, -0.0785], [-0.9365, -0.5927, -0.0197], [0.4886, -0.2655, -0.7031], [-0.1052, -2.5218, -4.9149], [0.8745, 1.5723, 3.5182], [0.2852, 0.1804, -1.2659], [0.3421, -0.1023, 0.1364], [0.1780, 0.1288, 0.0524], [-0.4500, 0.2688, 0.2951], [0.0880, -0.1370, 0.5995], [0.1235, 0.5433, 0.5594], [-0.9635, 0.5331, -0.1145], [0.1906, 0.0846, 1.1320], [0.7273, -1.1642, -1.4509], [-0.2525, 0.2136, 1.0996], [0.6538, 0.9160, 0.9098], [-1.9025, 0.3071, -0.5563], [-1.1211, -1.1293, 0.0973], [0.1569, 0.0019, 0.2215], [-0.3854, 0.0944, 0.6029], [0.5931, 0.2175, 0.1483], [0.6472, -0.4400, -0.2581], [1.1198, -0.0414, 0.1021], [0.0598, 1.1434, -0.2935], [-0.3678, -0.1591, -0.2874], [-1.0696, -2.5248, 0.8170], [0.2131, 0.5326, 0.2919], [-0.0232, -0.7345, -0.5152], [-0.1014, 1.1522, 0.4582], [-0.4359, 1.2574, 0.1628], [0.2291, 0.7218, -0.0903], [0.2589, 0.3786, 0.4254], [0.5151, 0.2714, -0.4666], [0.7086, 0.1115, -0.4123], [0.1708, -0.5434, -0.5084], [-0.3407, -0.2941, 0.3107], [0.2785, 0.1986, -0.1326], [1.5327, -2.2464, -0.6617], [1.7446, 4.5297, -1.4129], [-1.1284, -1.5688, 0.5851], [-0.4098, 0.6573, 0.7061], [-0.3071, 0.3849, 0.8094], [-1.0452, -0.6455, 0.9031], [0.0227, -0.5396, 0.3903], [0.0340, 0.2125, -0.2253], [-0.1257, -0.1619, 0.0552], [-0.4892, -0.0979, -0.0633], [0.8203, -0.5678, -0.2677], [-0.3858, 0.1794, -0.5819]], "mulliken_spin": [1.83, 0.05, -0.02, 0.11, 0.88, 0.00, 0.01, 0.01, -0.01, -0.01, 0.00, 0.01, 0.00, 0.00, 0.00, 0.00, 0.00, 0.00, 0.00, 0.00, 0.00, 0.00, 0.00, 0.00, 0.00, 0.00, 0.00, 0.00, 0.00, 0.00, 0.00, 0.00, 0.00, 0.00, 0.00, 0.00, 0.00, 0.00, 0.00, 0.00, 0.00, 0.00, 0.00, 0.00, 0.00, 0.00, 0.00, 0.00, 0.00, 0.00, 0.00, 0.00, 0.00, 0.00, 0.00, 0.00, 0.00, 0.00, 0.00, 0.00, 0.00, 0.00, 0.00, 0.00, 0.00, 0.00, 0.00, 0.00, 0.00, 0.00, 0.00, 0.00, 0.00, 0.00, 0.00, 0.00, 0.00, 0.00, 0.00, 0.00, 0.00, 0.01, 0.04, 0.00, 0.00, 0.00, 0.00, 0.00, 0.00, 0.00, 0.00, 0.00, 0.00, 0.01, 0.03, 0.00, 0.00, 0.00, 0.00, 0.00, 0.00, 0.00, 0.00, 0.00, 0.00, 0.00, 0.01, 0.00, 0.00, 0.00, 0.00, 0.00, 0.00, 0.00, 0.00, 0.00, 0.00, 0.01, 0.02, 0.00, 0.00, 0.00, 0.00, 0.00, 0.00, 0.00, 0.00, 0.00, 0.00]}